Record 1
Formula: C5H27NO9
Source: the Open Molecules 2025 dataset
Level of theory: ωB97M-V/def2-TZVPD

Output
* LUMO energy: 0.03 eV
* SMILES string: CCN(C)CC=O.O.O.O.O.O.O.O.O
* highest occupied orbital energy: -8.739 eV
* gap between HOMO and LUMO: 8.7740 eV

Cartesian coordinates (Å):
C (2.049, 1.627, 1.992)
C (1.378, 2.130, 0.737)
N (0.240, 1.335, 0.296)
C (0.568, -0.056, -0.173)
C (-0.750, 1.934, -0.717)
C (-2.181, 1.944, 0.125)
O (-3.061, 2.649, -0.257)
H (2.945, 2.332, 2.013)
H (1.559, 1.820, 2.980)
H (2.349, 0.624, 1.721)
H (1.003, 3.229, 0.724)
H (2.290, 2.238, 0.017)
H (-0.350, -0.702, -0.093)
H (0.801, -0.039, -1.259)
H (1.443, -0.541, 0.172)
H (-1.001, 1.540, -1.679)
H (-0.626, 2.982, -0.968)
H (-2.208, 1.289, 0.997)
O (-0.487, -2.767, -1.324)
H (-1.159, -3.227, -1.852)
H (-0.965, -1.808, -1.136)
O (-2.536, -1.981, 1.671)
H (-2.098, -2.678, 2.017)
H (-3.524, -1.965, 1.704)
O (-1.467, -1.380, -4.122)
H (-0.482, -1.483, -4.324)
H (-1.594, -0.449, -3.746)
O (2.464, 3.312, -2.231)
H (3.368, 2.941, -1.981)
H (2.315, 3.910, -1.518)
O (0.639, -2.444, 3.728)
H (1.445, -2.288, 4.326)
H (0.711, -2.643, 2.898)
O (-0.586, 1.498, 3.438)
H (-0.984, 0.694, 3.631)
H (-0.574, 1.451, 2.505)
O (1.637, -3.648, 0.481)
H (1.359, -3.535, -0.421)
H (2.332, -4.220, 0.379)
O (1.063, -1.489, -3.233)
H (1.788, -2.110, -3.452)
H (0.453, -2.183, -2.720)

Record 2
Formula: C2H11NO5
Source: the Open Molecules 2025 dataset
Level of theory: ωB97M-V/def2-TZVPD

Output
* LUMO energy: 0.42 eV
* SMILES string: NCC(=O)O.O.O.O
* highest occupied orbital energy: -9.246 eV
* gap between HOMO and LUMO: 9.6651 eV

Cartesian coordinates (Å):
N (0.944, -0.393, 2.089)
C (0.159, -1.264, 1.263)
C (-1.208, -0.722, 0.864)
O (-1.906, 0.086, 1.427)
O (-1.500, -0.880, -0.501)
H (0.612, -0.543, 3.029)
H (1.165, 0.550, 1.847)
H (-0.015, -2.224, 1.766)
H (0.505, -1.423, 0.195)
H (-2.117, -0.237, -0.857)
O (0.380, 0.953, -2.483)
H (0.009, 1.330, -1.674)
H (0.986, 1.590, -2.900)
O (-0.356, 2.554, 0.084)
H (-0.229, 2.311, 1.008)
H (-1.167, 2.031, -0.031)
O (1.303, -1.255, -1.281)
H (1.721, -1.763, -1.987)
H (0.715, -0.704, -1.858)

Record 3
Formula: C10H37N14NiO12
Source: the Open Molecules 2025 dataset
Level of theory: ωB97M-V/def2-TZVPD

Output
* charge: +1
* LUMO energy (spin up / spin down): -4.05 / -6.23 eV
* highest occupied orbital energy (spin up / spin down): -10.658 / -10.657 eV
* gap between HOMO and LUMO (spin up / spin down): 6.6040 / 4.4296 eV
* <S²>: 2.004
* 2S+1: 3

Cartesian coordinates (Å):
Ni (6.655, -20.252, -5.238)
O (7.253, -16.407, -3.465)
C (7.054, -17.233, -4.485)
O (6.747, -18.466, -4.300)
O (7.214, -16.825, -5.648)
H (7.173, -16.986, -2.645)
C (10.049, -18.820, -2.747)
O (11.255, -18.769, -1.993)
H (10.151, -19.503, -3.587)
H (9.310, -19.295, -2.084)
H (9.521, -17.919, -3.075)
H (10.996, -18.331, -1.163)
C (3.502, -16.364, -4.976)
O (3.851, -15.616, -3.789)
H (2.716, -15.756, -5.411)
H (4.391, -16.532, -5.587)
H (3.148, -17.342, -4.639)
H (4.512, -16.143, -3.329)
C (9.408, -19.583, -6.603)
O (8.591, -20.023, -5.750)
N (9.370, -18.303, -6.975)
N (10.323, -20.346, -7.229)
H (10.078, -17.907, -7.567)
H (8.711, -17.667, -6.536)
H (10.473, -21.324, -7.064)
H (10.961, -19.883, -7.850)
C (6.155, -14.549, -8.260)
O (5.845, -13.851, -9.221)
N (5.771, -14.267, -6.972)
N (6.934, -15.640, -8.375)
H (5.882, -14.923, -6.222)
H (5.270, -13.401, -6.881)
H (7.305, -15.835, -9.287)
H (7.123, -16.180, -7.548)
C (10.775, -16.478, -0.690)
O (10.957, -17.675, -0.352)
N (11.827, -15.641, -0.796)
N (9.547, -16.041, -0.998)
H (11.646, -14.656, -0.914)
H (12.723, -16.048, -0.984)
H (8.824, -16.738, -1.035)
H (9.407, -15.125, -1.430)
C (10.123, -14.268, -4.933)
O (11.193, -13.678, -4.861)
N (9.227, -14.073, -5.968)
N (9.770, -15.287, -4.112)
H (8.350, -14.554, -5.977)
H (9.543, -13.260, -6.475)
H (10.346, -15.622, -3.359)
H (8.912, -15.805, -4.226)
C (7.274, -18.512, -0.288)
O (7.139, -17.491, -1.003)
N (6.346, -19.480, -0.096)
N (8.464, -18.763, 0.305)
H (5.490, -19.335, -0.589)
H (6.480, -20.310, 0.445)
H (9.354, -18.392, -0.024)
H (8.432, -19.487, 1.001)
C (4.006, -20.306, -3.724)
O (4.844, -20.662, -4.587)
N (4.209, -19.198, -2.993)
N (2.985, -21.085, -3.306)
H (3.623, -18.750, -2.312)
H (5.116, -18.784, -3.209)
H (2.435, -20.747, -2.539)
H (2.691, -21.876, -3.853)
C (8.710, -12.451, -2.053)
O (9.402, -13.307, -1.490)
N (9.023, -11.130, -2.130)
N (7.606, -12.799, -2.759)
H (8.522, -10.562, -2.781)
H (9.887, -10.854, -1.699)
H (7.154, -12.095, -3.309)
H (7.392, -13.769, -2.891)

Record 4
Formula: C12H50N24O13
Source: the Open Molecules 2025 dataset
Level of theory: ωB97M-V/def2-TZVPD

Output
* LUMO energy: -0.69 eV
* highest occupied orbital energy: -8.465 eV
* gap between HOMO and LUMO: 7.7718 eV

Cartesian coordinates (Å):
C (4.694, 0.427, 2.917)
O (4.206, -0.666, 3.234)
N (3.984, 1.479, 2.461)
N (6.002, 0.681, 3.111)
H (3.013, 1.327, 2.221)
H (4.522, 2.060, 1.843)
H (6.410, -0.014, 3.716)
H (6.414, 1.491, 2.693)
C (1.457, -5.108, 1.474)
O (0.695, -5.580, 2.298)
N (2.749, -5.520, 1.295)
N (1.062, -4.194, 0.536)
H (3.064, -6.172, 1.990)
H (3.350, -5.125, 0.597)
H (0.192, -3.715, 0.684)
H (1.786, -3.807, -0.044)
C (2.575, 0.426, -3.327)
O (1.875, -0.449, -3.806)
N (2.780, 0.610, -1.988)
N (3.243, 1.406, -4.021)
H (2.315, -0.048, -1.344)
H (3.357, 1.344, -1.645)
H (3.808, 2.065, -3.527)
H (3.333, 1.430, -5.022)
C (-4.037, -0.033, 1.658)
O (-3.370, 0.471, 0.722)
N (-4.199, 0.633, 2.810)
N (-4.620, -1.223, 1.527)
H (-4.060, 1.623, 2.687)
H (-4.786, 0.289, 3.549)
H (-5.177, -1.446, 2.334)
H (-4.643, -1.747, 0.674)
C (4.102, -3.019, -0.646)
O (3.223, -3.204, -1.485)
N (5.274, -3.677, -0.757)
N (4.026, -2.152, 0.403)
H (5.265, -4.268, -1.575)
H (6.116, -3.653, -0.213)
H (4.792, -2.123, 1.047)
H (3.165, -1.621, 0.423)
C (-3.025, 2.888, -4.302)
O (-3.799, 3.532, -3.580)
N (-3.324, 2.575, -5.600)
N (-1.889, 2.366, -3.854)
H (-4.104, 2.985, -6.079)
H (-2.678, 2.058, -6.169)
H (-1.279, 1.998, -4.564)
H (-1.534, 2.533, -2.918)
C (2.099, -2.969, 4.571)
O (1.309, -3.825, 4.966)
N (2.529, -2.778, 3.328)
N (2.593, -2.038, 5.465)
H (3.262, -2.085, 3.212)
H (2.084, -3.335, 2.611)
H (2.136, -2.097, 6.357)
H (3.167, -1.299, 5.102)
C (-5.993, 2.025, -1.540)
O (-6.700, 1.557, -0.646)
N (-6.477, 2.651, -2.643)
N (-4.642, 2.044, -1.446)
H (-7.464, 2.663, -2.813)
H (-5.787, 3.182, -3.153)
H (-4.024, 2.375, -2.184)
H (-4.236, 1.540, -0.671)
C (-0.027, -0.398, 0.236)
O (1.140, -0.640, -0.151)
N (-0.750, 0.524, -0.433)
N (-0.657, -0.921, 1.295)
H (-0.331, 1.044, -1.180)
H (-1.551, 0.942, 0.023)
H (-1.637, -0.716, 1.414)
H (-0.295, -1.527, 2.030)
C (-1.122, -2.785, -3.546)
O (-0.667, -3.178, -4.614)
N (-2.326, -3.118, -3.002)
N (-0.450, -1.895, -2.764)
H (-2.621, -2.705, -2.138)
H (-3.038, -3.596, -3.522)
H (-0.753, -1.875, -1.809)
H (0.330, -1.367, -3.128)
C (-1.913, 3.255, 2.708)
O (-1.910, 2.611, 3.762)
N (-2.895, 4.123, 2.385)
N (-1.061, 3.005, 1.695)
H (-3.625, 4.295, 3.053)
H (-2.966, 4.526, 1.470)
H (-0.255, 2.450, 1.923)
H (-1.247, 3.374, 0.778)
C (-0.015, 4.054, -1.291)
O (-0.915, 3.208, -1.351)
N (1.226, 3.773, -1.754)
N (-0.219, 5.344, -0.947)
H (1.440, 2.895, -2.197)
H (1.949, 4.464, -1.652)
H (-1.146, 5.587, -0.647)
H (0.512, 6.015, -1.088)
O (-0.914, -2.886, 3.453)
H (-0.267, -3.417, 3.962)
H (-1.204, -2.213, 4.077)

Energy above the lowest of the compared OMol25 structures with the same formula, charge and spin: 138.48 32.66 0.00 44.20 (kcal/mol)
E: -938.45611 -513.73572 -3581.00458 -2780.01582 (Eh)